(1)
An isolated molecule of C2H2O2, computed with the ωB97M-V functional and the def2-TZVPD basis.

Computed properties:
- Orbital gap: 9.97 eV
- Energy above the lowest of the compared OMol25 structures with the same formula, charge and spin: 144.04 kJ/mol
- SMILES string: O=CC=O
- Calculated total energy: -6198.5615 eV
- E_HOMO: -9.75 eV
- LUMO energy: 0.0083 Eh
- Net charge: 0

Each line ends with the Mulliken charge.
Geometry (Å):
O (-1.71767, 0.08432, 0.41750)  -0.44
C (-0.72660, -0.33532, -0.10896)  0.12
C (0.65265, 0.46186, -0.21276)  0.04
O (0.90787, -0.03385, 0.87125)  -0.32
H (-0.53567, -1.38274, -0.38986)  0.27
H (1.41941, 1.20573, -0.57717)  0.33

Force components x, y, z for each atom (eV/Å):
0.59 -0.02 -0.60
-0.63 0.73 -1.42
-0.47 -0.55 1.90
1.91 0.08 0.67
-0.14 0.12 0.14
-1.26 -0.35 -0.69

=====

(2)
An isolated molecule of C2H2O2, computed with the ωB97M-V functional and the def2-TZVPD basis.

Computed properties:
- Orbital gap: 9.31 eV
- Energy above the lowest of the compared OMol25 structures with the same formula, charge and spin: 225.82 kJ/mol
- Calculated total energy: -6197.7139 eV
- E_HOMO: -9.40 eV
- LUMO energy: -0.0031 Eh
- Net charge: 0

Each line ends with the Mulliken charge.
Geometry (Å):
O (1.50618, -0.43851, -0.78106)  -0.35
C (0.94705, -0.06476, 0.19285)  0.27
C (-1.19454, 0.26233, -0.64588)  -0.22
O (-0.44485, -0.13259, 0.37414)  -0.16
H (1.40090, 0.33262, 1.10986)  0.32
H (-2.21474, 0.04091, -0.24991)  0.15

Force components x, y, z for each atom (eV/Å):
-0.37 0.20 0.55
0.54 -0.12 -0.39
-0.01 -0.19 0.41
-0.29 0.10 -0.36
-0.01 -0.05 -0.10
0.15 0.06 -0.11

=====

(3)
An isolated molecule of C2H2O2, computed with the ωB97M-V functional and the def2-TZVPD basis.

Computed properties:
- Orbital gap: 9.22 eV
- Energy above the lowest of the compared OMol25 structures with the same formula, charge and spin: 79.97 kJ/mol
- SMILES string: O=CC=O
- Calculated total energy: -6199.2256 eV
- E_HOMO: -10.18 eV
- LUMO energy: -0.0353 Eh
- Net charge: 0

Each line ends with the Mulliken charge.
Geometry (Å):
C (-0.81497, 0.00302, -0.00833)  0.17
C (0.72169, -0.00724, -0.13988)  0.11
H (-1.20144, 1.03900, 0.56121)  0.21
H (1.27719, 1.05106, -0.38109)  0.25
O (-1.36156, -1.05504, -0.09528)  -0.35
O (1.37907, -1.03080, 0.06337)  -0.39

Force components x, y, z for each atom (eV/Å):
0.69 0.70 2.44
3.05 -0.07 -0.39
0.24 -2.25 -1.74
-1.22 -2.15 0.53
-0.88 1.00 -0.29
-1.88 2.78 -0.55

=====

(4)
C2H2O2PPb as an isolated structure, computed with the ωB97M-V functional and the def2-TZVPD basis.

Computed properties:
- Orbital gap (alpha / beta): 6.13 / 6.69 eV
- Calculated total energy: -20727.6904 eV
- E_HOMO (alpha / beta): -11.97 / -12.61 eV
- LUMO energy (alpha / beta): -0.2148 / -0.2177 Eh
- Net charge: +1

Each line ends with the Mulliken charge.
Geometry (Å):
P (1.83290, 1.14438, -0.17220)  0.37
O (1.35900, -0.44760, -0.60141)  -0.34
C (0.16974, -0.77554, 0.12297)  -0.29
H (0.33603, -0.96200, 1.21476)  0.28
H (-0.28621, -1.68519, -0.28674)  0.36
C (-0.66838, 0.47290, 0.05985)  0.12
O (0.09748, 1.49604, 0.05141)  -0.29
Pb (-2.84057, 0.75702, -0.38864)  0.77

Force components x, y, z for each atom (eV/Å):
-1.63 -2.08 -0.56
0.78 1.64 1.14
-0.19 -0.25 0.16
0.25 0.07 -0.55
0.17 0.34 -0.10
-0.24 -0.90 -0.09
1.15 1.12 -0.09
-0.29 0.07 0.08